11 unconnected molecules or ions with the total composition C56H139N5O23 at a distorted geometry. Source: the Open Molecules 2025 dataset; level of theory: the ωB97M-V functional and the def2-TZVPD basis.

Geometry as XYZ:
```
223
Properties=species:S:1:pos:R:3:forces:R:3:mulliken_charge:R:1
C -10.65053 6.20167 -27.66059 1.15 0.59 0.29 -0.823
O -11.57084 5.19713 -27.27913 0.18 1.14 -0.21 -0.288
C -12.49890 5.15099 -28.35513 0.59 -3.27 0.05 -0.521
C -13.65173 4.12916 -28.03129 0.15 0.04 1.88 -0.520
O -13.31290 2.74092 -27.70425 0.66 0.40 -2.83 -0.447
C -13.86716 2.05142 -26.55931 2.08 3.02 -0.82 -0.452
C -15.34537 1.88356 -26.54172 -1.17 -0.74 1.00 -0.180
O -15.76118 1.41852 -25.24785 0.07 -1.03 0.14 -0.353
C -15.37923 0.05921 -24.96640 0.18 0.85 1.04 -0.750
H -10.99806 7.22687 -27.53286 -0.69 0.06 0.15 0.322
H -10.33463 6.15302 -28.70267 -0.22 -0.45 -0.31 0.322
H -9.70671 6.19622 -27.11536 -0.22 -0.65 0.48 0.287
H -11.92242 4.67506 -29.14838 -0.07 0.24 -0.72 0.300
H -12.76300 6.16323 -28.66125 -0.85 -0.17 0.08 0.423
H -14.36849 4.12141 -28.85246 -0.17 0.21 0.19 0.286
H -14.02353 4.50894 -27.07964 -0.91 0.36 -0.13 0.341
H -13.52901 2.81077 -25.85422 -0.61 -0.68 1.50 0.350
H -13.19309 1.19675 -26.50209 -0.68 -0.30 0.19 0.347
H -15.75622 1.20093 -27.28558 0.30 -0.09 -0.38 0.311
H -15.89539 2.82110 -26.62289 0.40 0.19 -0.31 0.174
H -15.84686 -0.69241 -25.60237 0.28 0.17 -0.45 0.283
H -15.66253 -0.19441 -23.94488 -0.69 0.38 0.04 0.277
H -14.29831 -0.00878 -24.84357 0.23 -0.29 -0.87 0.310
C -19.26105 -10.23542 -26.37583 -2.45 -0.93 -0.15 -0.782
O -19.63401 -11.65931 -26.36455 2.23 2.08 -0.08 -0.295
C -18.66473 -12.28943 -25.56812 -1.51 -2.53 1.02 -0.602
C -18.86837 -13.84623 -25.74414 0.76 0.97 -0.15 -0.546
O -18.93363 -14.13951 -27.14390 -0.03 -0.79 0.66 -0.267
C -18.96121 -15.56619 -27.34890 -0.03 0.62 -0.85 -0.467
C -19.47107 -15.85614 -28.77356 -0.04 1.50 0.65 -0.394
O -19.73624 -17.19464 -28.93152 0.09 -2.20 -1.05 -0.325
C -19.91775 -17.59085 -30.31246 -0.16 1.23 0.14 -0.722
H -19.54860 -9.73996 -25.44852 0.52 -0.32 0.67 0.320
H -20.04421 -9.83402 -27.01898 0.77 0.37 -0.77 0.268
H -18.21451 -10.04917 -26.61698 -0.22 -0.08 -0.34 0.311
H -18.87174 -11.96952 -24.54690 -0.15 -0.48 0.61 0.392
H -17.60165 -12.05519 -25.62389 0.09 0.36 -1.34 0.381
H -19.69745 -14.30291 -25.20362 -0.72 0.54 -0.18 0.365
H -18.02704 -14.34300 -25.26092 0.60 -0.06 -0.20 0.354
H -19.65754 -16.02745 -26.64857 0.13 -0.19 0.19 0.302
H -17.94643 -15.95483 -27.26343 0.02 -0.25 0.39 0.254
H -18.74531 -15.52280 -29.51537 0.14 0.25 -0.05 0.310
H -20.38707 -15.27381 -28.87324 -0.17 0.31 -0.30 0.277
H -20.95306 -17.46725 -30.63020 -0.37 -0.45 0.38 0.293
H -19.54037 -18.58171 -30.56519 -0.09 -0.02 0.65 0.260
H -19.43495 -16.88095 -30.98407 0.61 0.07 0.10 0.312
C -1.63102 14.14866 -31.60580 -0.04 -0.19 -0.49 -0.787
O -2.20490 13.23294 -30.72333 -0.45 -1.22 0.05 -0.248
C -2.80358 12.10232 -31.39980 -0.12 1.00 2.04 -0.462
C -3.33267 11.14258 -30.36512 2.10 -1.82 0.79 -0.661
O -2.41427 10.77170 -29.30746 -0.24 0.43 0.02 -0.309
C -1.01717 10.53011 -29.52552 -0.78 0.60 -0.80 -0.312
C -0.55040 10.10329 -28.16872 0.22 -1.24 1.20 -0.385
O 0.83324 10.04709 -28.03682 2.42 -0.71 -0.45 -0.358
C 1.27331 9.39193 -26.83696 -0.82 0.80 0.56 -0.739
H -1.29388 15.00743 -31.02531 -0.48 0.18 -0.24 0.241
H -2.35797 14.31658 -32.40045 -0.08 0.96 -0.04 0.322
H -0.75241 13.78169 -32.13633 0.36 -0.49 0.11 0.306
H -2.06213 11.65047 -32.05872 -0.30 -0.04 -0.32 0.344
H -3.78261 12.36367 -31.80142 0.36 0.57 -1.36 0.387
H -3.52241 10.20076 -30.87997 -0.43 -0.08 -0.46 0.324
H -4.26257 11.42706 -29.87274 0.30 0.42 0.03 0.365
H -0.50468 11.39268 -29.95146 0.01 0.55 0.56 0.230
H -0.80126 9.77606 -30.28242 -0.38 -0.64 0.04 0.266
H -0.86387 9.07787 -27.97288 -0.82 -0.14 -0.15 0.272
H -0.95805 10.70570 -27.35691 -0.34 0.43 -0.16 0.316
H 2.34426 9.29441 -26.65904 0.21 1.11 -0.79 0.279
H 1.01637 8.35332 -26.62869 -1.06 -0.29 -0.85 0.302
H 0.79958 9.99769 -26.06448 0.37 -0.19 0.71 0.306
C -17.55054 0.06587 -15.87317 1.55 -0.65 -1.94 -0.832
O -18.65805 -0.00592 -16.82371 -0.38 -0.05 3.51 -0.306
C -18.57445 0.87010 -17.88170 1.19 0.12 -1.62 -0.483
C -19.85775 0.95667 -18.67780 -1.07 0.29 1.25 -0.576
O -20.89899 1.58559 -17.90719 -0.72 -0.58 1.09 -0.347
C -21.77154 0.79764 -17.04160 -0.73 -0.24 -0.93 -0.167
C -23.12206 1.54627 -16.94849 0.96 1.87 -0.39 -0.501
O -24.28966 0.88856 -16.62107 -0.11 -2.20 -0.85 -0.356
C -24.79986 -0.07674 -17.62892 -1.12 1.52 1.79 -0.677
H -16.68353 0.05311 -16.53366 0.53 -0.14 -0.12 0.310
H -17.37789 -0.81189 -15.25041 -1.11 -0.36 -0.30 0.292
H -17.26389 0.88751 -15.21678 -1.55 0.91 -0.13 0.345
H -17.77503 0.46992 -18.50530 0.16 -0.13 -0.84 0.423
H -18.18775 1.87219 -17.69631 -0.45 0.31 0.85 0.360
H -20.22468 -0.00879 -19.02616 0.22 -0.22 -0.05 0.348
H -19.75718 1.64096 -19.52026 0.38 -0.22 -0.10 0.293
H -21.48439 0.62916 -16.00370 0.99 0.37 -0.09 0.226
H -21.94810 -0.21302 -17.40968 0.24 -0.12 -0.60 0.202
H -23.32616 2.17187 -17.81744 0.47 -0.16 -0.63 0.349
H -22.92734 2.28259 -16.16873 -0.44 0.09 0.28 0.275
H -25.37823 0.42359 -18.40561 0.52 0.48 -0.35 0.295
H -25.59907 -0.47105 -17.00133 0.24 -1.03 -0.34 0.246
H -24.12471 -0.80576 -18.07703 0.24 0.13 0.51 0.280
C -15.80466 11.38117 -31.23134 -0.70 0.63 -0.04 -0.620
O -16.45428 10.11100 -31.33135 0.87 -1.04 0.20 -0.373
C -17.71187 9.87648 -30.70728 -0.40 1.58 1.86 -0.704
C -17.70575 9.62093 -29.15374 -0.68 -1.06 -3.31 -0.370
O -17.49260 10.86322 -28.59500 1.11 -0.25 1.25 -0.362
C -16.66586 10.79354 -27.45077 -0.40 0.67 0.17 -0.589
C -17.33620 10.24558 -26.20662 0.06 -1.23 -0.72 -0.548
O -17.34785 8.79658 -26.27374 0.11 0.72 1.13 -0.257
C -18.23278 8.14390 -25.31699 0.79 0.40 -1.44 -0.758
H -14.78602 11.40848 -31.61832 -0.11 -1.01 -0.39 0.297
H -15.66700 11.83127 -30.24821 -0.56 -0.50 0.45 0.201
H -16.35154 12.10851 -31.83134 -0.23 0.16 -0.04 0.281
H -18.34378 9.09325 -31.12599 0.76 -0.12 -0.85 0.405
H -18.24866 10.82393 -30.75508 -0.53 0.06 -0.37 0.337
H -17.05698 8.75929 -28.99633 0.96 0.60 0.76 0.345
H -18.67310 9.19870 -28.88162 -0.47 0.23 0.04 0.393
H -16.36959 11.82895 -27.28271 0.02 0.04 0.29 0.392
H -15.75465 10.22002 -27.62074 0.09 -0.19 -0.25 0.392
H -18.38538 10.53635 -26.15415 0.07 0.64 0.29 0.344
H -16.69081 10.61643 -25.41036 -0.42 -0.18 0.69 0.357
H -19.24735 8.30664 -25.68068 -0.22 -0.42 0.10 0.326
H -18.19839 8.47134 -24.27792 0.50 0.35 -0.02 0.298
H -17.87793 7.11589 -25.39029 -0.62 -0.09 0.21 0.213
C -9.05582 16.24684 -29.56078 -1.54 -0.28 -1.45 -0.820
O -9.06300 15.23021 -28.57628 0.61 0.94 0.94 -0.374
C -9.58367 15.70142 -27.32305 1.21 -0.15 1.04 -0.635
C -8.51392 16.34948 -26.30955 -2.06 -0.20 -1.75 -0.412
O -8.09788 15.55564 -25.27940 1.21 -0.77 1.25 -0.414
C -7.10286 14.58950 -25.50098 1.40 -0.39 -1.24 -0.573
C -6.03830 14.85218 -26.61042 0.25 1.11 1.23 -0.634
O -5.12102 15.99215 -26.37489 -2.68 0.18 -2.54 -0.353
C -4.36866 15.97701 -25.23212 0.18 -1.52 0.83 -0.663
H -8.31259 16.23945 -30.35805 1.14 -0.38 0.91 0.288
H -9.20070 17.26805 -29.20830 0.21 -0.12 0.31 0.360
H -9.89959 15.98286 -30.19832 -0.72 0.51 -0.03 0.296
H -10.05328 14.83794 -26.85190 0.09 -0.04 0.12 0.412
H -10.34591 16.47833 -27.38224 -0.20 -0.05 -0.83 0.394
H -9.10281 17.09236 -25.77156 0.30 0.57 -0.36 0.390
H -7.71830 16.75297 -26.93588 0.20 0.38 0.27 0.358
H -7.57319 13.69036 -25.89907 -0.10 -0.49 0.39 0.314
H -6.54227 14.39305 -24.58707 -0.66 -0.06 0.30 0.501
H -6.65001 14.93959 -27.50834 0.66 0.92 -0.42 0.330
H -5.41963 13.97115 -26.78111 -0.02 -0.32 0.42 0.428
H -3.74802 15.08572 -25.32450 0.68 -0.08 0.60 0.295
H -4.99763 15.84953 -24.35107 0.05 0.19 0.36 0.270
H -3.75043 16.86638 -25.10994 -0.20 0.03 -0.38 0.242
C -15.35714 7.09453 -16.51142 -0.40 -0.33 0.41 -1.455
C -14.98869 7.99181 -17.64336 -0.85 -1.21 -1.51 0.525
C -14.98276 7.25260 -19.07013 1.65 2.09 1.57 -0.588
O -13.70944 6.71432 -19.25579 0.52 -1.26 0.41 -0.345
C -13.78059 5.65717 -20.15551 1.76 -0.19 -1.03 -0.784
N -15.96657 9.06003 -17.64550 0.09 1.09 -0.47 -0.784
H -15.41162 7.81321 -15.69370 -0.02 -0.60 0.54 0.343
H -14.64431 6.28948 -16.33293 0.04 0.11 0.07 0.349
H -16.34852 6.66675 -16.66071 -0.11 -0.10 0.07 0.320
H -14.02880 8.38358 -17.30683 0.28 0.26 -1.04 0.313
H -14.95035 7.99769 -19.86505 -1.44 0.40 -0.09 0.295
H -15.75174 6.48668 -19.17081 -0.34 0.19 0.11 0.375
H -14.37312 4.82541 -19.77447 0.03 -0.12 -0.20 0.307
H -12.75602 5.39762 -20.42194 0.30 -0.74 0.93 0.292
H -14.01502 5.93508 -21.18309 -1.37 0.46 -0.06 0.320
H -16.82192 8.78930 -18.10936 -0.36 -0.55 0.23 0.254
H -15.63190 9.76373 -18.28807 0.20 0.51 0.06 0.264
C -12.87771 -7.56369 -18.22558 -0.46 -0.74 0.94 -1.375
C -12.19373 -7.96912 -19.51748 -1.17 0.92 1.20 0.564
C -12.85273 -7.21349 -20.66058 -0.25 0.06 1.17 -0.817
O -12.15423 -7.50353 -21.80032 0.79 0.88 -1.87 -0.348
C -12.11230 -6.41398 -22.73791 1.37 -1.35 0.02 -0.728
N -10.75827 -7.76906 -19.44735 -0.21 -1.28 -1.20 -0.714
H -12.26129 -7.66108 -17.33191 0.47 -0.06 -0.22 0.395
H -13.65219 -8.31063 -18.05139 -0.49 0.39 0.12 0.326
H -13.29908 -6.56009 -18.16779 -0.06 0.06 -0.40 0.351
H -12.54145 -8.98354 -19.71274 1.22 -0.62 0.17 0.214
H -12.78798 -6.17582 -20.33321 -0.19 0.55 -0.59 0.418
H -13.88033 -7.53021 -20.83904 -0.45 0.23 0.57 0.320
H -11.30062 -6.70828 -23.40324 -0.14 0.06 -0.35 0.255
H -11.73270 -5.51719 -22.24822 -0.62 0.30 0.07 0.344
H -13.01810 -6.31717 -23.33646 -0.20 0.29 0.36 0.274
H -10.37801 -6.91805 -19.05842 -0.71 0.24 0.15 0.229
H -10.54862 -7.79858 -20.43491 1.10 0.08 -0.14 0.291
C -21.19557 -10.42563 -17.56468 0.17 0.46 -0.91 -1.376
C -20.18081 -9.21972 -17.48929 -0.94 -0.99 -2.62 0.733
C -20.58309 -8.03640 -18.50364 1.07 0.02 1.03 -0.771
O -19.48013 -7.17971 -18.97990 -1.38 -1.07 -0.23 -0.363
C -19.24517 -6.06060 -18.18705 1.67 0.04 1.17 -0.702
N -20.07211 -8.86401 -16.13600 0.55 1.33 1.96 -0.810
H -20.65798 -11.36944 -17.65586 0.07 -0.01 0.31 0.325
H -21.80791 -10.39058 -18.46574 0.02 0.17 -0.17 0.345
H -21.91561 -10.48893 -16.74881 0.33 0.28 0.26 0.388
H -19.22484 -9.61591 -17.83173 0.16 0.02 -0.61 0.252
H -21.29993 -7.38790 -17.99997 -0.23 -0.02 0.04 0.360
H -21.04381 -8.46141 -19.39539 0.22 -0.04 0.06 0.325
H -20.07397 -5.40071 -17.93064 -0.37 -0.33 -0.14 0.315
H -18.42498 -5.44209 -18.55154 -0.33 0.06 -1.15 0.307
H -18.70637 -6.39192 -17.29934 -0.60 -0.06 0.92 0.204
H -19.76467 -9.65690 -15.59110 -0.42 -0.50 0.08 0.256
H -19.26877 -8.26355 -16.01690 0.02 0.65 0.01 0.213
C -8.31043 8.89426 -40.95309 1.24 0.87 0.22 -1.499
C -8.77984 7.95104 -39.92852 -2.18 -1.98 0.88 0.285
C -9.25946 8.69596 -38.69808 0.45 -0.06 1.77 -0.582
O -9.81629 7.80327 -37.72110 -0.35 0.11 0.85 -0.325
C -10.25567 8.38199 -36.43987 -0.10 -1.62 -1.17 -0.762
N -9.87886 7.19040 -40.57244 1.05 0.48 -0.03 -0.701
H -8.99836 9.73838 -41.00122 0.00 0.12 -0.23 0.371
H -8.20685 8.43448 -41.93592 0.17 0.03 0.18 0.405
H -7.36469 9.24598 -40.54082 0.28 0.50 -0.72 0.370
H -8.03359 7.25619 -39.54332 0.28 -0.08 -0.37 0.363
H -9.97082 9.50725 -38.85265 -0.06 0.14 -0.52 0.352
H -8.33900 9.09033 -38.26759 0.11 0.66 0.23 0.292
H -11.08783 9.06966 -36.59065 0.57 0.73 0.00 0.307
H -9.43993 8.63355 -35.76209 0.19 0.91 -0.51 0.289
H -10.72978 7.57980 -35.87436 -0.04 -0.48 -0.40 0.273
H -10.42543 6.66322 -39.90652 -0.27 0.30 0.14 0.275
H -10.35731 8.00146 -40.93765 -1.34 -0.61 -0.32 0.286
C -19.01099 3.43390 -33.30216 0.73 0.46 0.65 -1.341
C -20.18071 3.45371 -34.29499 1.30 -1.41 0.66 0.599
C -21.45273 4.15020 -33.86039 -0.09 -1.57 1.33 -0.641
O -21.90839 3.60342 -32.57519 0.99 0.83 0.08 -0.381
C -22.53833 2.29432 -32.57429 0.18 2.60 -0.58 -0.624
N -19.63025 3.97926 -35.52830 -1.02 -0.13 -1.07 -0.679
H -19.09834 3.06501 -32.28021 -0.86 0.45 0.17 0.309
H -18.55903 4.42494 -33.34320 -0.08 0.29 0.64 0.299
H -18.17403 2.81379 -33.62316 -0.22 -0.32 -0.83 0.377
H -20.45101 2.39970 -34.35893 -0.05 -0.16 -0.92 0.099
H -22.28806 3.92155 -34.52222 0.27 0.59 -0.67 0.307
H -21.17556 5.20102 -33.77634 -0.84 0.22 0.43 0.354
H -22.90889 2.19236 -31.55428 0.42 -0.49 -0.06 0.235
H -21.82917 1.55080 -32.93813 -0.45 -0.36 0.20 0.266
H -23.41720 2.47533 -33.19309 -0.16 -0.98 -0.41 0.289
H -18.80023 3.49255 -35.83536 -0.07 -0.09 0.14 0.267
H -19.40615 4.96291 -35.47995 -0.05 0.07 0.23 0.267
```
Forces are in eV/Å.

Output
SMILES   COC[C@H](C)N.COC[C@H](C)N.COC[C@H](C)N.COC[C@H](C)N.COC[C@H](C)N.COCCOCCOC.COCCOCCOC.COCCOCCOC.COCCOCCOC.COCCOCCOC.COCCOCCOC
Maximum force   3.76 eV Å⁻¹
E   -4220.4758 hartree
HOMO level   -9.148 eV
Kohn-Sham gap   9.357 eV
LUMO level   0.209 eV
Total charge   0